DFT (ωB97M-V/def2-TZVPD) results for C18H25F22O4PSSi2 as an isolated structure.

Structure (ORCA input):
```
! wB97M-V def2-TZVPD RIJCOSX def2/J DEFGRID3
* xyz 0 1
C -4.7276 -6.3433 -2.6534
O -3.6924 -5.5302 -2.1468
C -2.8439 -4.9718 -3.1301
C -1.4628 -4.7413 -2.5362
C -0.3850 -4.5198 -3.6247
Si 0.9288 -3.3444 -3.0052
O 0.2123 -1.9013 -2.6178
Si 0.9336 -0.4056 -2.5679
C 1.9959 -0.3459 -1.0349
C 2.8450 0.9176 -0.8096
C 3.2410 1.1295 0.6609
C 2.0466 1.6799 1.4383
C 2.0711 1.8342 2.9556
F 1.1811 0.9480 3.4871
F 1.6448 3.0616 3.3245
C 3.3657 1.5464 3.7815
F 3.0305 1.5529 5.0747
F 3.8304 0.3337 3.4823
S 4.7926 2.8053 3.6321
F 5.5199 2.1009 4.8492
F 5.5828 1.8657 2.6183
F 4.1056 3.5339 2.3851
F 4.0470 3.7921 4.6134
F 5.9765 3.8360 3.5455
C -0.4938 0.8186 -2.5946
C -0.3971 1.9743 -1.5913
C -1.6517 2.8470 -1.5291
F -2.5620 2.4931 -2.4636
F -1.3673 4.1492 -1.7633
C -2.4107 2.7453 -0.1825
F -3.5411 3.4578 -0.2488
F -2.7423 1.4529 -0.0315
C -1.5704 3.1889 1.0750
F -0.4582 3.8192 0.6541
F -1.1850 2.0997 1.7548
C -2.2480 4.1640 2.0845
F -1.2858 4.5587 2.9408
F -2.6682 5.2448 1.4260
C -3.4220 3.5544 2.9223
F -4.3630 4.4925 3.0639
F -3.9514 2.5142 2.2591
C -3.0472 3.0750 4.3594
F -1.9311 2.3417 4.3622
F -2.8847 4.1277 5.1665
F -4.0551 2.3233 4.8249
P 1.9708 -4.1582 -1.1233
O 1.9359 -5.7703 -1.5018
O 0.7492 -3.9671 -0.0251
H -4.3678 -6.9786 -3.4719
H -5.5752 -5.7463 -3.0128
H -5.0716 -6.9821 -1.8393
H -2.7784 -5.6397 -4.0005
H -3.2516 -4.0065 -3.4632
H -1.2121 -5.6063 -1.9098
H -1.5208 -3.8776 -1.8637
H -0.8336 -4.1640 -4.5564
H 0.1267 -5.4692 -3.8189
H 1.9857 -3.1157 -4.0246
H 1.7588 -0.2604 -3.7929
H 1.3576 -0.5746 -0.1707
H 2.6835 -1.1993 -1.1149
H 3.7645 0.8309 -1.3950
H 2.3455 1.8237 -1.1721
H 3.5608 0.1617 1.0576
H 4.0895 1.8106 0.6955
H 1.7986 2.6690 1.0433
H 1.1833 1.0389 1.2424
H -1.3941 0.2287 -2.3925
H -0.6066 1.2282 -3.6024
H 0.4149 2.6520 -1.8614
H -0.2056 1.5804 -0.5909
H 1.0631 -6.1811 -1.4647
H 0.0255 -4.6032 -0.0804
*
```

Its HOMO-LUMO gap is 8.78 eV. The total energy comes out at -4517.5193 hartree. The relative energy (zero: lowest compared OMol25 entry of this formula, charge and spin) comes out at 0.00 kcal per mole. As for the HOMO energy: -8.390 eV.